{"formula": "C22H42LaNOP3S", "method": "ωB97M-V/def2-TZVPD", "lumo_energy_ev": [-8.87, -9.87], "energy_ha": -2446.3223, "total_charge": 3, "e_homo_ev": [-16.495, -15.239], "e_above_lowest_ev": 2.9056, "elements": ["La", "S", "P", "P", "P", "O", "N", "C", "C", "C", "C", "C", "C", "C", "C", "C", "C", "C", "C", "C", "C", "C", "C", "C", "C", "C", "C", "C", "C", "H", "H", "H", "H", "H", "H", "H", "H", "H", "H", "H", "H", "H", "H", "H", "H", "H", "H", "H", "H", "H", "H", "H", "H", "H", "H", "H", "H", "H", "H", "H", "H", "H", "H", "H", "H", "H", "H", "H", "H", "H", "H"], "positions_angstrom": [[-1.53450, 1.39626, 0.52647], [-3.22500, 3.05055, 1.98824], [2.64378, -2.03256, -2.59388], [-2.27426, -1.52110, 0.57986], [0.79267, -0.51738, 1.94706], [0.69995, 0.23338, -2.22266], [-2.59758, 1.98964, 4.35793], [-1.71058, -2.96915, 1.56173], [-0.10839, 1.06650, -4.28266], [-0.80737, 3.22233, 3.35493], [0.25452, 1.73324, -5.43948], [4.41495, -1.89425, -2.35870], [1.72620, -2.09442, 2.16308], [1.39293, 2.54218, -5.50023], [-2.11798, 2.71660, 3.28038], [-1.93149, 1.92476, 5.55099], [2.19604, 0.66087, 2.04811], [-1.72393, 2.91629, -1.28492], [0.78220, 1.12187, -3.16619], [-0.70968, 2.54523, 5.67843], [-0.12480, 3.16604, 4.57218], [-3.86056, -1.14052, 1.44612], [-2.88443, -2.38130, -0.91552], [-2.71315, 1.91670, -1.40608], [1.89065, -3.16274, -1.42525], [2.14439, 2.76818, -4.34336], [1.82954, 2.10278, -3.17347], [0.13419, -0.34623, 3.66480], [2.14516, -2.42323, -4.27178], [-3.74319, 1.98876, -0.99879], [-0.97258, 0.40911, -4.20834], [-0.93737, 3.00856, -2.04800], [2.53381, 0.88447, 1.02682], [-2.99213, -1.65961, -1.73735], [2.80525, -1.89040, 2.19527], [2.05298, -0.78046, -2.19345], [-4.10982, -0.06553, 1.43967], [1.88384, 1.59069, 2.53996], [2.42272, 2.20689, -2.26382], [1.44605, -2.59210, 3.10179], [2.57190, -1.67672, -4.95438], [-3.79885, -1.48036, 2.48904], [-4.66039, -1.69403, 0.93684], [2.65154, -3.53944, -0.73245], [2.46610, -3.42729, -4.58736], [-1.89475, 3.85273, -0.72299], [4.69686, -2.30399, -1.37855], [-3.85951, -2.83878, -0.69359], [-0.90317, -3.49120, 1.02938], [1.41753, -4.00963, -1.93598], [0.67999, -1.03408, 4.32292], [1.05029, -2.37091, -4.33796], [4.98406, -2.42929, -3.13322], [-0.21082, 2.54315, 6.64734], [-2.17278, -3.16251, -1.21825], [-3.53524, 1.57709, 4.27642], [1.65759, 3.02984, -6.44108], [3.01859, 0.19977, 2.61178], [-1.34300, -2.66126, 2.54947], [0.25968, 0.68166, 4.02048], [-0.39614, 1.65233, -6.30076], [-0.41864, 3.74026, 2.47649], [0.85200, 3.62738, 4.65317], [-2.61895, 1.15498, -2.19492], [3.00149, 3.43891, -4.37298], [-0.93214, -0.60413, 3.69898], [-2.55343, -3.66287, 1.69769], [1.12382, -2.59592, -0.87992], [-2.44332, 1.39784, 6.34968], [1.53221, -2.78215, 1.33066], [4.66442, -0.82231, -2.39583]], "forces_ev_per_a": [[2.4, -2.1, 3.5], [0.0, -0.2, 0.3], [-0.3, 0.6, 0.3], [-0.7, -0.9, -0.1], [0.4, 0.4, 0.7], [-0.7, 2.0, -0.7], [0.8, 0.5, 0.2], [0.2, 0.1, 0.1], [0.4, 0.1, -0.8], [-0.3, -0.2, 0.5], [-1.2, -0.5, 0.3], [0.5, 0.0, -0.1], [0.0, -0.6, -0.5], [-0.1, 0.3, -0.3], [-0.6, -0.2, 0.4], [-0.4, 0.2, -0.8], [0.2, 0.0, -0.2], [-0.5, 1.2, -1.9], [-0.1, -1.2, 1.3], [0.1, -0.1, 0.4], [-0.3, 0.0, -0.5], [-0.1, 0.1, 0.0], [0.0, 0.1, -0.3], [-1.2, 0.6, -2.4], [-0.2, -0.5, 0.2], [0.4, -0.1, 0.9], [0.6, 0.1, -0.4], [-0.2, -0.1, 0.0], [-0.1, 0.1, -0.3], [0.6, 0.2, -0.1], [0.2, 0.2, -0.2], [-0.3, -0.2, 0.4], [0.1, 0.0, 0.3], [-0.1, -0.3, 0.2], [-0.3, 0.0, 0.0], [0.7, -0.8, -0.5], [-0.1, -0.3, 0.0], [0.1, -0.1, -0.2], [-0.1, 0.0, -0.3], [0.0, 0.1, -0.4], [-0.1, -0.2, 0.1], [-0.1, 0.2, -0.2], [0.0, 0.3, 0.3], [-0.2, 0.0, -0.1], [0.0, 0.3, 0.2], [-0.1, -0.5, -0.2], [-0.1, 0.2, -0.3], [0.4, 0.0, -0.2], [-0.2, 0.1, 0.2], [0.1, 0.1, 0.1], [-0.2, 0.3, 0.0], [0.2, 0.0, 0.1], [-0.2, 0.2, 0.2], [-0.1, 0.0, -0.3], [-0.2, 0.2, 0.0], [0.4, 0.4, 0.0], [-0.1, -0.2, 0.3], [-0.2, 0.4, -0.1], [-0.1, -0.1, -0.2], [0.0, -0.3, -0.1], [0.1, 0.0, -0.1], [0.0, 0.1, 0.4], [0.0, 0.0, 0.1], [0.0, 0.4, 0.2], [-0.2, -0.1, 0.0], [0.2, 0.0, 0.1], [0.2, 0.2, -0.1], [0.2, -0.2, -0.1], [0.2, 0.1, -0.1], [0.1, 0.1, 0.3], [0.1, -0.4, 0.0]]}

=====

{"formula": "C22H42N11O4PRbSSbSe4", "method": "ωB97M-V/def2-TZVPD", "lumo_energy_ev": 3.07, "energy_ha": -12376.4252, "total_charge": -2, "e_homo_ev": -0.539, "e_above_lowest_ev": 1.5393, "elements": ["Sb", "Rb", "Se", "Se", "Se", "Se", "S", "P", "O", "O", "O", "O", "N", "N", "N", "N", "N", "N", "N", "N", "N", "N", "N", "C", "C", "C", "C", "C", "C", "C", "C", "C", "C", "C", "C", "C", "C", "C", "C", "C", "C", "C", "C", "C", "C", "H", "H", "H", "H", "H", "H", "H", "H", "H", "H", "H", "H", "H", "H", "H", "H", "H", "H", "H", "H", "H", "H", "H", "H", "H", "H", "H", "H", "H", "H", "H", "H", "H", "H", "H", "H", "H", "H", "H", "H", "H", "H"], "positions_angstrom": [[-0.00476, 0.07252, 4.42516], [0.13552, -0.44059, -1.42266], [-0.79120, 2.27808, 5.01191], [-2.68314, -1.28468, 3.57508], [-1.29374, -0.27105, 1.95688], [2.58895, 0.24752, 5.05661], [-2.43126, 1.22435, -2.21969], [2.50275, -1.97450, -0.02676], [3.24100, 0.43093, -1.15586], [-1.78075, -2.44533, -0.93852], [-1.60551, 0.41323, -3.19169], [1.07184, 1.81153, -1.04128], [-1.58636, -3.78145, -3.27071], [-1.68996, -3.80833, -5.56716], [-3.74186, -1.67746, -0.14649], [0.36232, -3.97407, -4.62514], [2.91568, -1.76204, 2.71153], [-2.62951, -3.37976, 0.97745], [2.10232, -3.93846, -2.85358], [2.24123, -3.97618, 1.96792], [3.38531, 1.66714, -1.19842], [2.27847, 2.33500, -1.14718], [4.51695, -3.16213, 1.52264], [2.39568, 3.75338, -1.28781], [1.37028, 4.53527, -0.77539], [-2.24930, 3.79511, -1.13072], [-0.92055, -3.84370, -4.43726], [1.68887, -3.49712, 0.68585], [2.44327, -1.00282, 1.53761], [1.42163, 5.91546, -0.91800], [-4.79948, -1.56299, 0.84362], [4.33233, -2.17130, 2.56287], [-2.28003, 3.20287, 0.28194], [3.47109, 4.34439, -1.94270], [3.51053, 5.72347, -2.07853], [-3.89762, 1.70807, -3.14451], [-5.01828, 0.67719, -3.03874], [1.23619, -3.94487, -3.62285], [3.65373, -4.30782, 1.81496], [4.24035, -2.59774, 0.18596], [-4.63914, -0.69619, -3.59430], [-1.65250, 2.84493, -2.16548], [2.48723, 6.51795, -1.57374], [-2.65784, -2.49111, -0.05459], [2.08729, -2.96084, 2.99220], [-5.32043, 0.58848, -1.99086], [-4.21247, 2.68267, -2.76759], [2.52267, 7.59465, -1.68883], [4.91801, -1.75978, 0.00907], [4.91322, -1.27273, 2.35773], [4.43700, -3.35453, -0.57578], [0.62875, -3.26605, 0.82866], [-4.35829, -0.61776, -4.64817], [2.41325, -3.33883, 3.96242], [3.05022, -0.10082, 1.45355], [2.85065, -1.01570, 3.68003], [4.63843, -2.57587, 3.52917], [-4.46695, -1.04883, 1.74790], [-2.85037, -2.95028, 1.89457], [0.56267, 4.04580, -0.24848], [-3.25072, 4.12122, -1.43250], [-3.78640, -1.12723, -3.06729], [-5.14918, -2.55791, 1.11913], [-2.51584, 3.96596, 1.02418], [-0.61462, 2.61203, -1.89666], [1.75765, -4.29287, -0.05934], [-1.72923, -3.83592, 1.01146], [1.04875, -2.63715, 3.06647], [-1.22892, -4.09577, -6.41148], [3.75286, -5.02991, 1.00302], [-1.62478, 4.69229, -1.13770], [-3.01972, 2.40706, 0.38633], [-1.12104, -3.53885, -2.40020], [-5.63139, -1.02225, 0.38639], [-3.53659, 1.80923, -4.17232], [4.34792, 6.18170, -2.59124], [1.41600, -0.68608, 1.73236], [-1.32005, 2.76012, 0.55714], [-2.52208, -3.40869, -3.28563], [-5.47565, -1.39179, -3.50448], [4.26005, 3.71776, -2.33196], [-5.88788, 1.05691, -3.58146], [-3.54380, -0.85658, -0.69421], [-1.68270, 3.21871, -3.19277], [4.00316, -4.76570, 2.74397], [-2.67315, -3.99164, -5.48819], [0.62596, 6.52188, -0.50086]], "forces_ev_per_a": [[0.3, 0.2, 0.6], [0.2, -1.1, 0.3], [0.0, 0.1, 0.1], [-0.2, -0.2, -0.1], [0.1, 0.1, -0.1], [0.1, -0.2, -0.6], [0.1, 0.0, -0.4], [0.1, -0.8, 0.2], [0.1, -0.1, -0.1], [-0.1, -0.2, -0.1], [-0.6, 0.4, -0.2], [0.9, 0.9, 0.1], [0.2, 0.1, -0.1], [0.0, 0.1, 0.0], [-0.1, -0.1, -0.1], [0.2, 0.0, 0.0], [0.2, 0.0, 0.2], [0.0, -0.1, -0.1], [-0.1, -0.1, 0.1], [0.0, 0.1, -0.1], [-0.1, 0.0, 0.0], [-0.2, 0.6, -0.2], [0.1, 0.0, 0.0], [-0.2, -0.3, 0.2], [0.0, 0.2, 0.0], [0.0, -0.1, 0.1], [-0.1, -0.1, 0.1], [0.0, 0.0, 0.1], [0.0, 0.2, 0.0], [0.0, -0.1, 0.0], [-0.1, 0.1, -0.1], [-0.2, 0.0, 0.0], [0.0, 0.0, -0.1], [0.1, 0.0, 0.0], [0.0, 0.0, 0.0], [-0.2, -0.1, 0.0], [0.1, -0.1, 0.0], [-0.2, 0.0, -0.2], [0.0, 0.1, 0.0], [0.0, 0.1, 0.1], [0.0, 0.0, 0.0], [0.0, 0.0, 0.1], [0.0, 0.0, 0.0], [0.0, 0.1, 0.1], [0.0, 0.0, -0.1], [0.0, 0.0, 0.0], [0.0, 0.0, 0.0], [0.0, 0.0, 0.0], [0.0, 0.0, 0.0], [0.0, 0.0, 0.0], [0.0, 0.0, 0.0], [0.0, 0.0, 0.0], [0.0, 0.0, 0.0], [0.0, -0.1, 0.0], [0.0, 0.0, 0.0], [-0.2, 0.2, 0.2], [0.0, 0.0, 0.0], [0.0, 0.0, 0.0], [0.0, 0.0, 0.1], [0.0, 0.0, 0.0], [0.0, 0.0, 0.0], [0.0, 0.0, 0.0], [0.0, 0.0, 0.0], [0.0, 0.0, 0.0], [0.0, 0.0, -0.1], [0.0, 0.0, 0.0], [0.0, 0.0, 0.0], [-0.1, 0.0, 0.0], [0.0, 0.0, 0.0], [0.0, 0.0, 0.0], [0.0, 0.0, 0.0], [0.0, 0.0, 0.0], [0.0, 0.0, 0.0], [0.0, 0.0, 0.0], [0.0, 0.1, 0.0], [0.0, 0.0, 0.0], [0.0, 0.0, 0.0], [0.0, 0.0, 0.0], [0.0, 0.0, 0.0], [0.0, 0.0, 0.0], [0.0, 0.0, 0.0], [0.0, 0.0, 0.0], [0.0, 0.1, 0.0], [0.0, 0.1, 0.0], [0.0, 0.0, 0.0], [0.0, -0.1, 0.0], [0.0, 0.0, 0.0]]}